Record 1
# C2H4ClFO2S

A 2-piece molecular cluster, C2H4ClFO2S overall at a distorted geometry (wB97M-V/def2-TZVPD, OMol25).

Results
Energy relative to the best compared isomer or geometry (same formula, charge and spin)   0.6480 eV
Spin multiplicity   1
E_HOMO   -10.0 eV
Lowest unoccupied orbital energy   -0.02 eV
HOMO-LUMO gap   9.9633 eV
Electronic energy   -1187.2669 Ha

Element x y z (Å)
C  0.83  1.15  0.61
C  1.86  0.52  0.04
O  -1.13  -0.02  -0.90
O  -1.85  -2.32  -0.81
F  2.25  -0.71  0.40
S  -1.05  -1.43  -0.09
Cl  -2.32  -0.62  1.42
H  -1.65  -0.21  -1.65
H  0.40  2.04  0.26
H  0.16  0.68  1.37
H  2.52  0.91  -0.67

Atom charges from the Mulliken analysis, given in e for atoms 1 to 5: -0.68 0.04 -0.37 -0.47 -0.24



Record 2
# C4H5NOS

The molecule C4H5NOS at a distorted geometry (wB97M-V/def2-TZVPD, OMol25).

Results
Energy relative to the best compared isomer or geometry (same formula, charge and spin)   5.6779 eV
Spin multiplicity   1
E_HOMO   -8.6 eV
Lowest unoccupied orbital energy   -0.92 eV
HOMO-LUMO gap   7.6866 eV
SMILES string   C=C/C(C=S)=N\O
Electronic energy   -683.3993 Ha

Element x y z (Å)
C  0.30  -0.41  0.06
C  -0.98  0.23  -0.15
C  -0.97  1.59  -0.07
C  1.41  0.45  0.61
H  0.01  -3.27  -0.57
H  -2.07  -0.18  -0.74
H  -1.85  2.32  -0.43
H  0.01  2.28  0.09
H  1.01  1.09  1.56
N  0.63  -1.68  -0.12
O  -0.49  -2.35  -0.50
S  2.98  -0.07  0.25

Atom charges from the Mulliken analysis, given in e for atoms 1 to 5: 0.89 -0.11 -0.65 -0.54 0.41



Record 3
# C32H80As2F12N4O4

C32H80As2F12N4O4 as an isolated structure at a distorted geometry (wB97M-V/def2-TZVPD, OMol25).

Results
Energy relative to the best compared isomer or geometry (same formula, charge and spin)   0.0000 eV
Spin multiplicity   1
E_HOMO   -13.6 eV
Lowest unoccupied orbital energy   -4.16 eV
HOMO-LUMO gap   9.4202 eV
Electronic energy   -7456.7514 Ha
Net charge   +2

Element x y z (Å)
C  -2.25  -1.34  -3.77
C  -0.87  -1.18  -4.43
N  -0.23  0.28  -4.20
C  1.19  0.18  -4.70
C  -0.90  1.40  -5.10
C  -0.66  1.31  -6.57
C  -0.31  0.55  -2.72
C  0.63  1.75  -2.27
O  0.05  2.98  -2.25
C  0.91  3.79  -1.50
H  -2.13  -1.08  -2.73
H  -2.68  -2.34  -3.92
H  -2.96  -0.61  -4.22
H  -0.96  -1.25  -5.50
H  -0.18  -1.89  -3.96
H  1.67  1.15  -4.82
H  1.29  -0.46  -5.59
H  1.72  -0.33  -3.88
H  -0.41  2.23  -4.64
H  -1.94  1.35  -4.77
H  0.39  1.18  -6.83
H  -1.02  2.23  -7.08
H  -1.34  0.49  -6.90
H  0.07  -0.37  -2.20
H  -1.33  0.73  -2.45
H  1.57  1.70  -2.82
H  0.99  1.44  -1.21
H  0.39  4.75  -1.29
H  1.81  4.07  -2.08
H  1.24  3.25  -0.59
C  -9.21  0.72  1.03
C  -8.64  -0.49  0.34
N  -7.10  -0.45  0.15
C  -6.69  0.61  -0.79
C  -6.37  -0.20  1.52
C  -6.54  -1.29  2.60
C  -6.69  -1.83  -0.45
C  -5.25  -2.00  -0.83
O  -4.47  -2.05  0.34
C  -3.11  -2.26  0.05
H  -8.79  0.81  2.03
H  -10.31  0.74  1.17
H  -8.95  1.70  0.61
H  -9.08  -0.72  -0.66
H  -8.73  -1.41  0.90
H  -7.07  1.56  -0.44
H  -7.13  0.39  -1.79
H  -5.60  0.68  -0.78
H  -6.60  0.85  1.81
H  -5.30  -0.21  1.23
H  -7.54  -1.62  2.83
H  -6.03  -0.99  3.55
H  -6.05  -2.24  2.31
H  -7.33  -1.95  -1.32
H  -6.97  -2.61  0.25
H  -4.93  -1.11  -1.44
H  -5.21  -2.87  -1.50
H  -2.94  -3.20  -0.47
H  -2.55  -2.18  0.95
H  -2.73  -1.47  -0.63
C  6.39  -1.88  -1.65
C  5.33  -1.14  -0.87
N  5.94  -0.43  0.46
C  6.31  -1.50  1.45
C  7.15  0.41  0.14
C  7.73  0.95  1.44
C  4.74  0.41  1.04
C  4.23  1.56  0.16
O  4.69  2.77  0.70
C  4.68  3.77  -0.25
H  7.16  -1.23  -2.08
H  5.85  -2.37  -2.45
H  6.86  -2.68  -1.07
H  4.60  -1.77  -0.40
H  4.93  -0.29  -1.43
H  7.12  -2.10  1.04
H  5.36  -1.99  1.55
H  6.62  -1.21  2.48
H  6.96  1.19  -0.59
H  7.88  -0.28  -0.33
H  7.99  0.18  2.17
H  7.03  1.62  1.94
H  8.63  1.48  1.16
H  5.04  0.78  2.00
H  3.90  -0.28  1.10
H  3.14  1.53  0.02
H  4.60  1.53  -0.86
H  3.66  4.17  -0.43
H  5.14  3.40  -1.17
H  5.25  4.61  0.05
C  1.23  1.71  2.58
C  0.87  1.42  4.08
N  -0.18  0.22  4.26
C  -0.57  0.27  5.72
C  -1.36  0.41  3.30
C  -2.10  1.73  3.46
C  0.54  -1.11  3.91
C  -0.05  -2.28  4.69
O  -1.52  -2.39  4.54
C  -1.95  -3.50  5.36
H  2.06  2.45  2.58
H  0.46  2.30  2.13
H  1.53  0.80  2.03
H  0.47  2.33  4.54
H  1.74  1.07  4.61
H  -1.22  -0.55  5.91
H  -1.07  1.22  5.88
H  0.37  0.20  6.25
H  -2.01  -0.40  3.62
H  -0.88  0.23  2.34
H  -2.78  1.99  2.66
H  -1.35  2.55  3.54
H  -2.69  1.70  4.38
H  1.63  -1.11  4.16
H  0.42  -1.29  2.87
H  0.22  -2.12  5.73
H  0.37  -3.19  4.29
H  -2.13  -3.15  6.39
H  -1.27  -4.35  5.33
H  -2.88  -3.85  4.97
As  4.71  1.39  -4.29
F  5.69  1.85  -2.95
F  5.96  1.95  -5.19
F  3.76  0.88  -5.66
F  3.45  0.74  -3.16
F  3.98  2.94  -4.24
F  5.40  -0.18  -4.29
As  0.92  -2.20  0.10
F  0.06  -2.69  -1.32
F  2.07  -3.40  -0.06
F  1.89  -1.64  1.52
F  -0.24  -0.88  0.24
F  -0.10  -3.13  1.16
F  1.85  -1.08  -0.86

Atom charges from the Mulliken analysis, given in e for atoms 1 to 5: -0.54 -0.66 0.61 -1.77 -0.44



Record 4
# C4H10P2

The molecule C4H10P2 at a distorted geometry (wB97M-V/def2-TZVPD, OMol25).

Results
Energy relative to the best compared isomer or geometry (same formula, charge and spin)   0.8220 eV
Spin multiplicity   1
E_HOMO   -9.0 eV
Lowest unoccupied orbital energy   0.38 eV
HOMO-LUMO gap   9.3863 eV
SMILES string   [H]/P=C(/C)CCP
Electronic energy   -841.0043 Ha

Element x y z (Å)
C  -1.44  -0.13  0.12
C  -1.84  0.99  -0.72
C  0.19  0.00  0.59
C  1.05  -0.21  -0.62
P  -2.44  -1.46  0.14
P  2.69  -0.90  -0.18
H  -0.92  1.52  -1.00
H  -2.46  0.73  -1.72
H  -2.43  1.69  -0.13
H  0.37  -0.86  1.18
H  0.26  1.07  1.14
H  0.52  -1.01  -1.21
H  1.12  0.59  -1.31
H  -1.73  -2.34  1.05
H  2.31  -1.95  0.68
H  2.97  0.02  0.88

Atom charges from the Mulliken analysis, given in e for atoms 1 to 5: 0.33 -1.14 -0.70 -0.70 -0.10



Record 5
# C2HHgO2

C2HHgO2 as an isolated structure at a distorted geometry (wB97M-V/def2-TZVPD, OMol25).

Results
Spin multiplicity   1
E_HOMO (spin up / spin down)   -13.4 / -12.3 eV
Lowest unoccupied orbital energy (spin up / spin down)   -6.20 / -6.28 eV
HOMO-LUMO gap (spin up / spin down)   7.1978 / 6.0153 eV
Electronic energy   -380.2262 Ha
Net charge   +1

Element x y z (Å)
O  -0.29  -3.35  -1.62
C  -0.13  -2.36  -1.11
O  0.46  1.05  1.04
C  0.42  2.33  1.03
Hg  0.19  -0.32  -0.13
H  -0.64  2.65  0.79

Atom charges from the Mulliken analysis, given in e for atoms 1 to 5: -0.01 0.31 -0.36 0.05 0.82



Record 6
# C22H17FN2O7Ru

C22H17FN2O7Ru as an isolated structure (wB97M-V/def2-TZVPD, OMol25).

Results
Energy relative to the best compared isomer or geometry (same formula, charge and spin)   0.0000 eV
Spin multiplicity   2
E_HOMO (spin up / spin down)   -5.0 / -4.6 eV
Lowest unoccupied orbital energy (spin up / spin down)   2.07 / 2.06 eV
HOMO-LUMO gap (spin up / spin down)   7.0274 / 6.6597 eV
Electronic energy   -1679.7105 Ha
Net charge   -1
<S²>   0.756

Element x y z (Å)
Ru  0.60  1.09  -2.69
O  3.29  -1.89  -3.29
C  2.63  -0.87  -3.13
O  1.34  -0.76  -3.23
C  3.34  0.43  -2.78
C  4.70  0.63  -2.66
C  5.16  1.90  -2.34
C  4.26  2.94  -2.13
C  2.91  2.67  -2.26
N  2.51  1.44  -2.57
C  1.75  3.64  -2.07
O  1.99  4.80  -1.75
O  0.59  3.12  -2.30
H  5.37  -0.21  -2.83
H  6.22  2.08  -2.24
H  4.57  3.94  -1.87
C  -4.35  -0.73  2.87
C  -3.52  -1.85  2.25
C  -3.01  -2.87  3.27
C  -2.02  -2.21  4.23
C  -0.95  -1.48  3.46
C  0.28  -1.23  4.04
C  1.26  -0.56  3.32
F  2.44  -0.33  3.92
C  1.07  -0.15  2.03
C  -0.17  -0.40  1.42
C  -0.37  0.03  0.02
O  0.59  0.58  -0.55
C  -1.66  -0.24  -0.54
C  -2.58  -0.87  0.25
N  -2.39  -1.29  1.51
C  -1.17  -1.06  2.14
C  -2.20  0.14  -1.94
O  -3.39  -0.13  -2.13
O  -1.43  0.68  -2.78
H  -5.19  -1.15  3.43
H  -4.74  -0.08  2.10
H  -3.75  -0.13  3.55
H  -4.13  -2.38  1.51
H  -2.52  -3.68  2.73
H  -3.86  -3.29  3.81
H  -1.57  -2.97  4.87
H  -2.55  -1.52  4.89
H  0.49  -1.55  5.05
H  1.84  0.35  1.46
H  -3.55  -1.05  -0.19
C  0.51  1.56  -4.68
H  -0.44  2.07  -4.87
H  0.54  0.64  -5.27
H  1.33  2.21  -5.01

Atom charges from the Mulliken analysis, given in e for atoms 1 to 5: 0.17 -0.74 0.63 -0.60 0.09



Record 7
# C5H6O

A 2-piece molecular cluster, C5H6O overall at a distorted geometry (wB97M-V/def2-TZVPD, OMol25).

Results
Energy relative to the best compared isomer or geometry (same formula, charge and spin)   6.4925 eV
Spin multiplicity   1
E_HOMO (spin up / spin down)   -8.2 / -8.7 eV
Lowest unoccupied orbital energy (spin up / spin down)   -1.62 / -0.22 eV
HOMO-LUMO gap (spin up / spin down)   6.5348 / 8.4934 eV
Electronic energy   -269.1076 Ha

Element x y z (Å)
C  -1.01  1.14  -0.09
C  -0.80  -1.58  -0.19
C  0.50  -1.39  0.05
C  1.65  -0.95  0.30
C  1.91  0.44  0.25
O  1.07  1.27  0.66
H  -1.37  1.09  0.93
H  -0.52  2.06  -0.39
H  -1.58  0.62  -0.85
H  -1.16  -2.08  -1.09
H  -1.52  -1.43  0.61
H  2.85  0.82  -0.19

Atom charges from the Mulliken analysis, given in e for atoms 1 to 5: -0.88 -1.02 0.55 -0.38 0.17



Record 8
# C4H15N2O2

A 3-piece molecular cluster, C4H15N2O2 overall at a distorted geometry (wB97M-V/def2-TZVPD, OMol25).

Results
Energy relative to the best compared isomer or geometry (same formula, charge and spin)   2.7778 eV
Spin multiplicity   1
E_HOMO   -11.3 eV
Lowest unoccupied orbital energy   -3.14 eV
HOMO-LUMO gap   8.2034 eV
Electronic energy   -421.0914 Ha
Net charge   +1

Element x y z (Å)
C  -2.29  -0.30  1.55
C  -1.73  -0.49  0.17
C  -0.24  -0.29  0.08
C  0.57  -1.21  0.76
N  1.89  -1.05  0.90
N  0.28  0.56  -0.87
H  -1.46  -0.15  2.26
H  -2.85  -1.21  1.79
H  -3.02  0.51  1.72
H  -2.27  -1.23  -0.42
H  -2.33  0.29  -0.44
H  0.11  -1.98  1.30
H  2.29  -0.44  0.21
H  2.42  -1.63  1.53
H  0.36  1.55  -0.35
H  1.20  0.32  -1.22
H  -0.34  0.70  -1.76
H  1.57  -2.19  -2.25
H  2.68  -1.05  -2.52
O  1.79  -1.23  -1.99
H  1.10  3.78  0.14
H  -0.16  3.65  -0.58
O  0.43  3.09  0.00

Atom charges from the Mulliken analysis, given in e for atoms 1 to 5: -1.15 -0.65 0.15 -0.67 -0.33